1.
A molecular structure, C4H11NO in a non-equilibrium geometry, computed with ωB97M-V with the def2-TZVPD basis set.

Its total energy is -7859.9582 eV. The energy above the lowest of the compared OMol25 structures with the same formula, charge and spin comes out at 4.595 eV. The value obtained for the HOMO energy (alpha / beta) is -7.5 / -7.5 eV. Its total charge is 0. As for the HOMO-LUMO gap (alpha / beta): 0.30855 / 0.30857 hartree.

Geometry (Å):
C -0.39 0.42 0.07
C -0.23 -0.21 -1.17
C 1.04 -0.98 0.51
C 0.15 1.79 0.35
N 0.57 -1.98 1.40
O -1.62 0.98 -1.76
H -2.39 0.48 -2.05
H -1.23 0.10 0.68
H 0.04 -2.71 0.95
H 0.06 -1.62 2.20
H -0.68 -1.18 -1.32
H 0.55 0.13 -1.84
H 1.66 -0.26 1.03
H 1.65 -1.42 -0.27
H -0.63 2.52 0.12
H 1.01 2.01 -0.29
H 0.44 1.90 1.39

2.
2 unconnected molecules or ions with the total composition C4H11NO in a non-equilibrium geometry, computed with ωB97M-V with the def2-TZVPD basis set.

Its total energy is -7864.0728 eV. The structure (SMILES) is CC(N)=O.CC. The energy above the lowest of the compared OMol25 structures with the same formula, charge and spin comes out at 0.481 eV. The value obtained for the HOMO energy is -9.8 eV. Its total charge is 0. As for the HOMO-LUMO gap: 0.39419 hartree.

Geometry (Å):
C -1.92 0.65 0.29
C -0.84 1.23 1.17
N -0.20 0.33 2.00
O -0.56 2.41 1.23
H -1.66 -0.35 -0.04
H -2.14 1.24 -0.57
H -2.74 0.45 0.99
H 0.51 0.82 2.52
H -0.18 -0.64 1.75
C 1.13 -1.29 -0.62
C 1.26 -0.27 -1.76
H 1.78 -0.96 0.16
H 0.17 -1.52 -0.17
H 1.62 -2.23 -0.88
H 1.79 -0.64 -2.63
H 1.70 0.65 -1.37
H 0.27 0.10 -2.06

3.
2 unconnected molecules or ions with the total composition C4H11NO in a non-equilibrium geometry, computed with ωB97M-V with the def2-TZVPD basis set.

Its total energy is -7863.2637 eV. The structure (SMILES) is CC(C)=CN.O. The energy above the lowest of the compared OMol25 structures with the same formula, charge and spin comes out at 1.290 eV. The value obtained for the HOMO energy is -8.1 eV. Its total charge is 0. As for the HOMO-LUMO gap: 0.32834 hartree.

Geometry (Å):
C 0.23 1.49 1.33
C -0.50 1.01 0.11
C -1.85 1.57 -0.14
C 0.06 0.17 -0.78
N 1.27 -0.51 -0.60
H 1.27 1.19 1.41
H 0.28 2.58 1.38
H -0.30 1.16 2.23
H -1.78 2.67 -0.28
H -2.31 1.27 -1.07
H -2.43 1.52 0.76
H -0.41 0.18 -1.76
H 1.62 -0.24 0.30
H 1.96 -0.35 -1.31
O 0.48 -3.17 0.07
H 1.38 -3.49 0.21
H 0.54 -2.56 -0.66